Run w
The molecule C7H11NO3, computed with wB97M-V/def2-TZVPD.

Summary:
SMILES ... CC/C(O)=C(/C=O)NC(C)=O
Spin multiplicity ... 1
LUMO energy ... 0.595 eV
HOMO ... -0.3348 Eh
Total charge ... 0

Each atom is followed by the atoms it is bonded to, with distances in Å.
CARTESIAN COORDINATES (ANGSTROEM)
1 C 3.0020 1.1014 -0.7490  C2 1.446, O9 1.213, H12 1.241
2 C 1.6455 0.7310 -0.4120  C1 1.446, C3 1.351, N8 1.411
3 C 0.8565 1.5072 0.3620  C2 1.351, C7 1.509, O11 1.378
4 C 1.3881 -1.5724 0.2747  C5 1.541, N8 1.361, O10 1.191
5 C 1.3565 -3.0078 -0.2858  C4 1.541, H13 1.062, H14 1.030, H15 1.086
6 C -1.5723 1.0126 0.1508  C7 1.461, H16 1.095, H17 1.068, H18 1.052
7 C -0.4168 1.0689 1.0428  C3 1.509, C6 1.461, H19 1.118, H20 1.170
8 N 1.2524 -0.5998 -0.6680  C2 1.411, C4 1.361, H21 1.078
9 O 3.4782 2.2121 -0.6499  C1 1.213
10 O 1.4936 -1.3089 1.4317  C4 1.191
11 O 1.3261 2.7884 0.5504  C3 1.378, H22 1.004
12 H 3.7010 0.1181 -1.0404  C1 1.241
13 H 0.5646 -3.1350 -0.9815  C5 1.062
14 H 1.3578 -3.7423 0.4367  C5 1.030
15 H 2.2060 -2.9052 -0.9541  C5 1.086
16 H -1.3657 0.4563 -0.7689  C6 1.095
17 H -2.4258 0.7253 0.7252  C6 1.068
18 H -1.7447 2.0144 -0.1219  C6 1.052
19 H -0.7444 1.8225 1.8014  C7 1.118
20 H -0.0026 0.0810 1.5138  C7 1.170
21 H 1.2178 -0.8613 -1.7130  N8 1.078
22 H 0.8529 3.2363 1.3140  O11 1.004

Run x
The molecule C7H11NO3, computed with wB97M-V/def2-TZVPD.

Summary:
SMILES ... C[C@@H]1CCCN1C(=O)OC=O
Spin multiplicity ... 1
LUMO energy ... 0.773 eV
HOMO ... -0.3474 Eh
Total charge ... 0

Each atom is followed by the atoms it is bonded to, with distances in Å.
CARTESIAN COORDINATES (ANGSTROEM)
1 C -2.5605 2.5425 0.5218  O9 1.380, O10 1.172, H12 1.067
2 C -1.5764 0.2203 0.7881  N8 1.363, O9 1.418, O11 1.181
3 C 1.2763 -1.8814 0.1243  C4 1.529, C5 1.503, H13 1.049, H14 1.125
4 C 1.9269 -0.5002 0.0437  C3 1.529, C6 1.525, H15 1.129, H16 1.171
5 C -0.0658 -1.6788 0.7687  C3 1.503, N8 1.459, H17 1.134, H18 1.086
6 C 0.6926 0.3496 -0.2385  C4 1.525, C7 1.531, N8 1.458, H19 1.049
7 C 0.6213 0.5598 -1.7532  C6 1.531, H20 1.119, H21 1.133, H22 1.061
8 N -0.4714 -0.3747 0.2563  C2 1.363, C5 1.459, C6 1.458
9 O -1.7846 1.4656 0.1434  C1 1.380, C2 1.418
10 O -2.9641 2.7217 1.6075  C1 1.172
11 O -2.2698 -0.1949 1.6487  C2 1.181
12 H -2.5815 3.1606 -0.3482  C1 1.067
13 H 1.1451 -2.1989 -0.8669  C3 1.049
14 H 1.7468 -2.6913 0.7469  C3 1.125
15 H 2.3563 -0.2870 1.0655  C4 1.129
16 H 2.6289 -0.2836 -0.8679  C4 1.171
17 H -0.9281 -2.4144 0.7226  C5 1.134
18 H 0.1013 -1.5812 1.8372  C5 1.086
19 H 0.6782 1.2779 0.2503  C6 1.049
20 H 1.5277 1.1644 -2.0078  C7 1.119
21 H -0.3128 0.9965 -2.2218  C7 1.133
22 H 0.8137 -0.3725 -2.2208  C7 1.061

Run y
The molecule C7H11NO3, computed with wB97M-V/def2-TZVPD.

Summary:
Spin multiplicity ... 1
LUMO energy (alpha / beta) ... -1.310 / -0.948 eV
HOMO (alpha / beta) ... -0.2870 / -0.3182 Eh
Total charge ... 0

Each atom is followed by the atoms it is bonded to, with distances in Å.
CARTESIAN COORDINATES (ANGSTROEM)
1 C 0.4814 -1.1960 -0.6187  C3 1.452, N8 1.427, O9 1.242
2 C 0.5075 2.1208 1.0534  C4 1.405, C5 1.572, O10 1.261
3 C -0.8749 -0.9428 -1.0725  C1 1.452, O11 1.360, H12 1.087
4 C 0.1861 0.8195 0.6323  C2 1.405, N8 1.332, H13 1.121
5 C -0.6533 2.8873 1.7852  C2 1.572, H14 1.136, H15 1.115, H16 1.083
6 C 2.4364 0.1102 -0.1709  N8 1.451, H17 1.073, H18 1.071, H19 1.099
7 C -1.1882 -3.0984 -1.7498  O11 1.399, H20 1.158, H21 1.117, H22 1.150
8 N 0.9949 0.0026 -0.0398  C1 1.427, C4 1.332, C6 1.451
9 O 1.1992 -2.2087 -0.6589  C1 1.242
10 O 1.5330 2.8254 0.8482  C2 1.261
11 O -1.5486 -1.7583 -1.9275  C3 1.360, C7 1.399
12 H -1.1729 0.1021 -1.0816  C3 1.087
13 H -0.7459 0.2447 0.8703  C4 1.121
14 H -1.4748 3.0927 1.0282  C5 1.136
15 H -0.4762 3.8359 2.3444  C5 1.115
16 H -1.1181 2.3766 2.6192  C5 1.083
17 H 2.9222 1.0561 -0.0251  C6 1.073
18 H 2.8870 -0.4811 0.5997  C6 1.071
19 H 2.7874 -0.2284 -1.1558  C6 1.099
20 H -2.1412 -3.5825 -2.1965  C7 1.158
21 H -0.9059 -3.3374 -0.6956  C7 1.117
22 H -0.3132 -3.2619 -2.4775  C7 1.150

Bottom line: run x, by a margin of 28.1 kcal/mol.

Run w
The molecule C23H27N3O7S, computed with wB97M-V/def2-TZVPD.

Summary:
SMILES ... O=C(CN(Cc1ccc2c(c1)OCO2)C(=O)CNS(=O)(=O)c1ccccc1)NC[C@@H]1CCCO1
Spin multiplicity ... 1
LUMO energy ... 0.378 eV
HOMO ... -0.3027 Eh
Total charge ... 0

Each atom is followed by the atoms it is bonded to, with distances in Å.
CARTESIAN COORDINATES (ANGSTROEM)
1 O -0.4925 1.9256 -3.1865  C2 1.217
2 C -0.6837 1.0622 -2.3505  O1 1.217, N3 1.335, C20 1.541
3 N 0.2002 0.7081 -1.4144  C2 1.335, H4 1.014, C5 1.446
4 H 0.0053 -0.0297 -0.7460  N3 1.014
5 C 1.5340 1.2636 -1.3596  N3 1.446, H6 1.093, C7 1.540, H19 1.093
6 H 1.7537 1.7135 -2.3313  C5 1.093
7 C 1.6644 2.3269 -0.2531  C5 1.540, C8 1.545, O15 1.418, H18 1.095
8 C 0.8701 3.6074 -0.5935  C7 1.545, H9 1.087, C10 1.532, H17 1.089
9 H 0.0557 3.7803 0.1061  C8 1.087
10 C 1.9225 4.7190 -0.5393  C8 1.532, H11 1.087, C12 1.528, H16 1.091
11 H 1.7663 5.4856 -1.2940  C10 1.087
12 C 3.2161 3.9357 -0.7605  C10 1.528, H13 1.091, H14 1.099, O15 1.412
13 H 4.1001 4.4087 -0.3309  C12 1.091
14 H 3.3850 3.7631 -1.8328  C12 1.099
15 O 3.0193 2.7110 -0.0854  C7 1.418, C12 1.412
16 H 1.9365 5.1877 0.4455  C10 1.091
17 H 0.4472 3.5233 -1.5935  C8 1.089
18 H 1.3493 1.8710 0.6917  C7 1.095
19 H 2.2399 0.4527 -1.1623  C5 1.093
20 C -2.0182 0.2923 -2.3815  C2 1.541, N21 1.442, H60 1.093, H61 1.096
21 N -2.3060 -0.6464 -1.3251  C20 1.442, C22 1.344, C43 1.458
22 C -1.8462 -1.9088 -1.2854  N21 1.344, O23 1.222, C24 1.534
23 O -2.2110 -2.7298 -0.4573  C22 1.222
24 C -0.8245 -2.3370 -2.3460  C22 1.534, N25 1.451, H41 1.094, H42 1.088
25 N -0.0092 -3.3965 -1.7829  C24 1.451, S26 1.697, H40 1.016
26 S 1.0188 -2.7569 -0.5935  N25 1.697, O27 1.430, O28 1.446, C29 1.781
27 O 2.2571 -2.4221 -1.2249  S26 1.430
28 O 0.3501 -1.6704 0.0870  S26 1.446
29 C 1.2097 -4.1335 0.5203  S26 1.781, C30 1.382, C34 1.380
30 C 0.1251 -4.4865 1.3012  C29 1.382, C31 1.385, H39 1.080
31 C 0.2473 -5.5612 2.1666  C30 1.385, C32 1.387, H38 1.079
32 C 1.4437 -6.2596 2.2357  C31 1.387, C33 1.386, H37 1.080
33 C 2.5221 -5.8919 1.4457  C32 1.386, C34 1.386, H36 1.079
34 C 2.4071 -4.8178 0.5777  C29 1.380, C33 1.386, H35 1.078
35 H 3.2207 -4.4948 -0.0519  C34 1.078
36 H 3.4501 -6.4394 1.5064  C33 1.079
37 H 1.5363 -7.0963 2.9120  C32 1.080
38 H -0.5874 -5.8530 2.7852  C31 1.079
39 H -0.7906 -3.9197 1.2224  C30 1.080
40 H -0.6256 -4.0674 -1.3331  N25 1.016
41 H -1.3433 -2.7244 -3.2284  C24 1.094
42 H -0.1540 -1.5308 -2.6373  C24 1.088
43 C -3.2169 -0.1976 -0.2793  N21 1.458, C44 1.505, H58 1.093, H59 1.095
44 C -2.6216 0.9168 0.5390  C43 1.505, C45 1.385, C49 1.400
45 C -3.1416 2.1990 0.4767  C44 1.385, C46 1.394, H57 1.080
46 C -2.6064 3.2480 1.2219  C45 1.394, C47 1.372, H56 1.077
47 C -1.5291 2.9573 2.0211  C46 1.372, C48 1.398, O53 1.369
48 C -0.9976 1.6663 2.0865  C47 1.398, C49 1.371, O51 1.368
49 C -1.5234 0.6303 1.3584  C44 1.400, C48 1.371, H50 1.078
50 H -1.0967 -0.3583 1.4007  C49 1.078
51 O 0.0618 1.6578 2.9520  C48 1.368, C52 1.411
52 C 0.2127 2.9881 3.3967  O51 1.411, O53 1.413, H54 1.102, H55 1.101
53 O -0.8095 3.7874 2.8378  C47 1.369, C52 1.413
54 H 1.1963 3.3731 3.0811  C52 1.102
55 H 0.1446 3.0202 4.4950  C52 1.101
56 H -3.0128 4.2439 1.1712  C46 1.077
57 H -3.9908 2.4000 -0.1589  C45 1.080
58 H -3.4093 -1.0690 0.3517  C43 1.093
59 H -4.1570 0.1247 -0.7388  C43 1.095
60 H -2.8024 1.0541 -2.3796  C20 1.093
61 H -2.0615 -0.2061 -3.3561  C20 1.096

Run x
The molecule C23H27N3O7S, computed with wB97M-V/def2-TZVPD.

Summary:
SMILES ... COc1cc(NC(=O)CN2C(=O)COc3ccc(S(=O)(=O)N4CCCCC4)cc32)cc(OC)c1
Spin multiplicity ... 1
LUMO energy ... 0.363 eV
HOMO ... -0.3091 Eh
Total charge ... 0

Each atom is followed by the atoms it is bonded to, with distances in Å.
CARTESIAN COORDINATES (ANGSTROEM)
1 C 2.5399 3.9953 1.1265  H2 1.089, O3 1.409, H60 1.094, H61 1.095
2 H 2.7348 5.0634 1.0449  C1 1.089
3 O 3.5941 3.3647 0.4360  C1 1.409, C4 1.358
4 C 3.6283 2.0076 0.4014  O3 1.358, C5 1.392, C9 1.390
5 C 2.6605 1.1880 0.9754  C4 1.392, C6 1.387, H59 1.075
6 C 2.7975 -0.1888 0.8740  C5 1.387, C7 1.392, N17 1.402
7 C 3.8827 -0.7605 0.2162  C6 1.392, C8 1.390, H16 1.079
8 C 4.8469 0.0633 -0.3524  C7 1.390, C9 1.391, O11 1.359
9 C 4.7133 1.4447 -0.2601  C4 1.390, C8 1.391, H10 1.076
10 H 5.4605 2.0820 -0.7011  C9 1.076
11 O 5.9468 -0.3805 -1.0168  C8 1.359, C12 1.407
12 C 6.1557 -1.7681 -1.1249  O11 1.407, H13 1.095, H14 1.095, H15 1.089
13 H 5.3480 -2.2557 -1.6804  C12 1.095
14 H 6.2561 -2.2380 -0.1414  C12 1.095
15 H 7.0886 -1.8826 -1.6744  C12 1.089
16 H 3.9529 -1.8354 0.1615  C7 1.079
17 N 1.8535 -1.0719 1.4174  C6 1.402, C18 1.350, H58 1.017
18 C 0.6793 -0.7869 2.0195  N17 1.350, O19 1.212, C20 1.540
19 O 0.2350 0.3168 2.2515  C18 1.212
20 C -0.1098 -2.0660 2.3541  C18 1.540, N21 1.454, H56 1.090, H57 1.093
21 N -0.6311 -2.6706 1.1387  C20 1.454, C22 1.354, C32 1.404
22 C 0.1241 -3.5937 0.4974  N21 1.354, O23 1.219, C24 1.518
23 O 1.2450 -3.8935 0.8705  C22 1.219
24 C -0.4835 -4.1962 -0.7560  C22 1.518, H25 1.104, O26 1.410, H55 1.093
25 H -0.0277 -3.6819 -1.6197  C24 1.104
26 O -1.8894 -4.1381 -0.8447  C24 1.410, C27 1.364
27 C -2.4445 -2.9651 -0.4258  O26 1.364, C28 1.389, C32 1.402
28 C -3.6520 -2.5567 -0.9767  C27 1.389, C29 1.385, H54 1.078
29 C -4.2313 -1.3663 -0.5689  C28 1.385, C30 1.380, H53 1.078
30 C -3.5967 -0.6005 0.3876  C29 1.380, C31 1.381, S34 1.799
31 C -2.4155 -1.0084 0.9762  C30 1.381, C32 1.388, H33 1.077
32 C -1.8291 -2.2008 0.5762  N21 1.404, C27 1.402, C31 1.388
33 H -1.9817 -0.3793 1.7353  C31 1.077
34 S -4.2598 0.9993 0.8768  C30 1.799, O35 1.431, O36 1.433, N37 1.651
35 O -3.9334 1.1959 2.2563  S34 1.431
36 O -5.6318 1.0505 0.4653  S34 1.433
37 N -3.4461 2.1422 0.0057  S34 1.651, C38 1.444, C42 1.442
38 C -2.0647 2.4177 0.3230  N37 1.444, C39 1.531, H51 1.090, H52 1.097
39 C -1.0933 1.6976 -0.6156  C38 1.531, C40 1.527, H49 1.091, H50 1.090
40 C -1.4471 2.0013 -2.0691  C39 1.527, C41 1.527, H47 1.092, H48 1.092
41 C -2.8956 1.5974 -2.3369  C40 1.527, C42 1.530, H45 1.091, H46 1.093
42 C -3.8191 2.3436 -1.3723  N37 1.442, C41 1.530, H43 1.090, H44 1.096
43 H -4.8531 2.0124 -1.4666  C42 1.090
44 H -3.7748 3.4188 -1.5825  C42 1.096
45 H -3.1760 1.8369 -3.3636  C41 1.091
46 H -3.0080 0.5201 -2.1931  C41 1.093
47 H -0.7735 1.4650 -2.7405  C40 1.092
48 H -1.3293 3.0709 -2.2576  C40 1.092
49 H -1.1488 0.6207 -0.4478  C39 1.091
50 H -0.0746 2.0165 -0.3928  C39 1.090
51 H -1.9068 2.1213 1.3596  C38 1.090
52 H -1.9123 3.5010 0.2431  C38 1.097
53 H -5.1664 -1.0230 -0.9802  C29 1.078
54 H -4.1152 -3.1839 -1.7209  C28 1.078
55 H -0.2083 -5.2524 -0.8071  C24 1.093
56 H -0.9380 -1.8235 3.0205  C20 1.090
57 H 0.5473 -2.7992 2.8292  C20 1.093
58 H 2.0732 -2.0569 1.2931  N17 1.017
59 H 1.8138 1.5922 1.4994  C5 1.075
60 H 2.5220 3.7088 2.1820  C1 1.094
61 H 1.5686 3.7688 0.6753  C1 1.095

Bottom line: run x, by a margin of 6.8 kcal/mol.